120
Properties=species:S:1:pos:R:3:forces:R:3:mulliken_charge:R:1 method="wB97M-V/def2-TZVPD" homo_lumo_gap_ev=10.6 fmax_ha_per_bohr=0.0452 homo_energy_ev=-11.0 energy_ev=-83200.6443 relative_energy_kcal_mol=119.2
H 2.4174 4.8933 -0.9933 -0.37 0.22 -0.15 0.37
H 3.4198 3.8449 -0.5706 -0.19 0.18 0.02 0.23
O 2.8970 4.5789 -0.2238 0.86 -0.15 0.33 -0.61
H -4.6244 2.3457 -1.4384 0.07 0.57 0.35 0.33
H -3.9707 3.6866 -1.9291 0.05 -0.44 0.25 0.39
O -4.8144 3.2231 -1.8007 -0.13 0.18 -0.22 -0.69
H 1.1868 -1.4094 2.3702 0.19 0.37 0.05 0.29
H 1.4475 0.1209 2.4263 0.06 0.38 0.23 0.17
O 1.7257 -0.6795 1.9820 -0.16 -1.10 0.28 -0.64
H -1.1004 5.3342 2.4458 0.36 0.41 -0.19 0.34
H -0.2541 6.6778 2.2469 -0.28 -0.31 0.06 0.31
O -0.8943 6.0791 1.8381 0.08 0.01 -0.17 -0.64
H 3.5991 -4.8247 -1.7294 0.29 0.13 -0.18 0.31
H 2.9210 -6.1261 -2.0616 0.01 -0.02 -0.07 0.37
O 3.6304 -5.7611 -1.5266 0.46 -0.66 0.16 -0.64
H 1.9090 1.3499 -1.6341 -0.35 0.27 0.71 -0.19
O 2.1969 2.2795 -1.5486 0.33 -0.34 -0.54 -0.41
H -0.6461 -0.2510 3.7589 -0.13 -0.98 -0.01 0.25
O -0.6786 -1.2132 3.5339 0.03 0.80 -0.76 -0.35
H -4.1085 2.4069 0.7440 0.64 0.38 -0.56 0.05
H -3.8191 2.4908 2.1218 0.59 0.31 0.16 0.28
O -3.5269 2.9497 1.3171 -1.00 -1.38 -0.08 -0.43
H -0.9440 3.6211 0.8609 -0.37 0.03 0.08 -0.11
H 0.3822 3.3650 1.6178 0.16 0.36 -0.22 0.20
O -0.1357 3.0989 0.8467 0.24 -0.42 0.15 -0.04
H 0.5159 -1.4095 -4.8578 0.43 -0.88 0.10 0.25
H 1.6400 -0.3474 -4.3742 -0.18 -0.85 -0.19 0.42
O 0.7498 -0.4958 -4.7855 -0.30 1.47 -0.08 -0.71
H -0.6606 1.3824 5.1648 -0.86 -0.05 0.10 0.32
H 0.6400 1.0632 5.4629 1.46 -0.32 0.32 0.31
O -0.2126 0.7877 5.7741 -0.36 0.34 -0.02 -0.69
H 1.8432 -3.8274 1.7194 -0.32 -0.11 1.00 0.61
O 1.6857 -3.5796 2.6781 -0.51 -0.19 -1.22 -0.79
H 5.4081 1.9030 0.1239 0.94 -1.13 -0.56 0.37
H 6.7677 0.9672 -0.1359 -1.04 -0.17 -0.34 0.30
O 6.3698 1.7729 0.1982 0.14 1.24 0.83 -0.66
H -0.5348 1.8634 2.3840 -1.07 0.15 0.61 0.05
H -1.7404 1.8240 3.4788 0.42 0.36 -1.06 0.19
O -0.8673 1.4837 3.2262 0.69 -0.23 -0.02 -0.28
H -2.9239 -0.4609 2.1991 0.23 -0.52 0.64 0.07
H -3.7124 0.3963 3.3065 0.16 -0.84 0.61 0.28
O -3.4629 0.3017 2.3950 -0.61 1.00 -0.98 -0.50
H 3.5163 -1.4311 2.6915 -0.22 1.16 0.71 0.38
H 4.4006 -2.0129 4.0133 -0.62 0.89 -0.43 0.23
O 3.9950 -2.1224 3.1443 0.86 -1.66 -0.19 -0.68
H 0.6190 -5.6284 -2.5897 -0.22 0.37 -0.53 0.34
H 1.1850 -4.9897 -1.3567 0.10 0.72 -0.95 0.32
O 1.1005 -4.8245 -2.3323 0.04 -0.65 1.44 -0.68
H -0.0472 -4.2622 2.0252 -0.44 0.49 -0.64 0.34
H -0.6011 -3.1861 0.9832 0.02 -0.26 0.25 0.21
O -0.6667 -4.1156 1.2760 0.10 -0.47 0.38 -0.35
H -1.6387 4.6175 4.0646 -1.40 0.27 -0.17 0.25
O -1.9850 4.1063 3.3234 1.32 -1.40 -0.25 -0.64
H 0.2324 5.0586 -0.7382 -0.11 -0.54 -0.68 0.33
H 0.8739 6.2314 -0.3426 0.40 0.74 -0.36 0.31
O 0.7118 5.7763 -1.1820 -0.58 -0.18 0.94 -0.76
H -0.9006 -5.8499 0.3137 0.95 -0.09 0.63 0.37
O -1.2251 -6.6728 -0.0930 -0.02 1.07 -0.17 -0.72
H 3.7487 -2.0072 -2.0887 -0.28 0.25 0.06 0.39
H 2.9028 -3.2856 -2.2538 -0.37 0.36 -0.16 0.38
O 3.7606 -2.8951 -2.4561 0.41 -0.75 0.22 -0.82
H 0.3707 -0.2866 -0.6594 0.61 0.73 -1.03 -0.43
H 1.2837 -0.4198 0.3944 1.48 0.60 -0.24 -0.14
O 1.3001 -0.0027 -0.5102 -1.49 -1.59 0.81 0.78
H -4.7571 0.3462 -1.2453 0.14 0.18 0.18 0.40
H -4.5206 -0.1777 0.1639 0.28 0.40 -0.03 0.16
O -4.4468 0.6425 -0.3671 -0.16 -0.60 -0.24 -0.76
H -1.5412 -5.0051 -2.9537 0.01 0.64 0.37 0.32
H -1.2422 -6.1611 -1.8760 -0.17 0.47 -0.74 0.37
O -1.4350 -5.9380 -2.8191 0.14 -1.35 0.19 -0.70
H 3.3940 2.4493 1.1132 -0.16 0.36 -0.12 0.25
H 1.9322 2.1408 0.6242 0.89 0.15 0.08 0.30
O 2.5620 2.0553 1.3711 -0.84 -0.52 0.25 -0.63
H -4.3056 5.2371 1.0640 0.69 0.00 0.77 0.32
H -3.0453 5.8410 1.7980 0.14 0.61 -0.60 0.36
O -3.8872 5.4048 1.9344 -0.76 0.33 -0.05 -0.65
H 3.7303 -1.3330 -4.3632 0.49 0.11 0.31 0.23
H 3.7694 -0.1390 -3.2352 0.34 -0.75 -0.06 0.34
O 3.2530 -0.6743 -3.8580 -1.10 0.72 -0.81 -0.67
H -0.6507 1.3516 0.0539 -0.38 0.46 0.16 -0.61
H -2.0464 0.7357 -0.4376 -0.39 0.51 0.34 -0.51
O -1.1031 0.8190 -0.6106 -0.11 -0.04 -0.86 2.48
H 5.0008 -2.5460 -0.1290 0.41 0.40 0.36 0.22
H 4.9702 -1.4204 1.0396 0.37 -0.66 -0.15 0.23
O 4.4877 -1.8743 0.3391 -0.79 0.16 -0.41 -0.49
H 3.6894 0.1046 -0.6752 -0.30 -0.34 0.35 0.00
H 3.5003 1.1864 -1.7707 0.34 -0.10 0.43 0.63
O 3.9099 0.3190 -1.5785 1.03 0.50 -0.46 -0.58
H -2.0858 -3.5812 3.1121 0.45 -0.03 -0.34 0.30
O -2.7233 -3.8872 3.7577 -0.07 0.04 0.27 -0.67
H 3.1569 -4.8801 0.3286 -0.46 1.15 -0.31 0.35
H 2.9916 -3.2633 0.3333 0.71 0.05 -0.01 0.24
O 2.5400 -4.1089 0.2418 -0.20 -0.89 0.01 -0.69
H -2.7916 4.2776 2.7819 -0.24 0.99 0.90 0.38
H 1.7842 2.6595 -2.3380 -0.25 0.35 0.00 0.35
H -2.0578 -6.2535 -0.3185 -1.09 -0.73 -0.15 0.33
H -0.6522 -1.7145 4.3432 0.00 -0.14 0.52 0.19
H 2.5000 -3.1018 2.8379 0.62 0.07 0.83 0.20
H -3.5617 -3.6623 3.3556 -0.36 -0.02 0.01 0.30
O -1.3605 -1.5557 0.5455 0.32 -0.83 1.13 1.06
H -1.0199 -0.8961 1.1568 0.09 0.01 0.11 -0.46
H -1.3774 -1.1600 -0.3194 -0.32 0.28 -0.74 -0.16
O -1.3734 0.6780 -3.8250 -0.86 -1.21 -0.03 -0.58
H -0.6999 0.2060 -4.4359 -1.57 0.60 0.24 0.48
H -2.2597 1.0384 -4.0483 1.30 -0.79 -0.91 0.16
O -4.0186 -2.1350 0.0502 -0.24 -0.51 0.65 -0.66
H -3.8078 -2.3538 -0.8552 0.16 0.10 -0.63 0.26
H -3.3676 -2.6571 0.5460 -0.15 0.41 -0.07 0.21
O -4.5937 0.7724 -3.1672 0.17 0.03 -0.35 -0.58
H -4.0065 1.5020 -2.9214 -0.19 0.04 -0.06 0.20
H -5.3246 1.2397 -3.5996 0.11 -0.15 0.15 0.30
O -1.9342 3.5670 -1.9901 0.76 -0.26 0.37 -0.64
H -1.3359 4.2724 -2.2605 -0.35 0.46 -0.20 0.23
H -1.2670 2.8415 -2.0265 -1.05 0.33 -0.05 0.19
O -2.0488 -1.6163 -2.3030 -0.30 -1.48 1.19 -0.61
H -2.0945 -0.7972 -2.7739 0.45 1.06 -0.85 0.31
H -1.1902 -2.0216 -2.4555 0.05 0.23 -0.25 0.17
O 0.1100 2.3512 -3.1040 1.35 -1.14 0.07 -0.67
H -0.0722 1.5538 -2.5468 0.00 0.95 0.16 0.02
H 0.0663 1.8184 -3.9225 -0.14 1.23 0.00 0.36